No. 1
Computed, not measured: 2 unconnected molecules or ions with the total composition C7H14N2 at a distorted geometry, with wB97M-V/def2-TZVPD.

Its multiplicity is 1. The calculation puts the maximum force at 5.7 eV/Å. The HOMO-LUMO gap comes out at 9.3 eV. The HOMO energy is -17.414 eV. The charge is +2. The calculation puts the relative energy (zero: lowest compared OMol25 entry of this formula, charge and spin) at 187.88 kJ/mol.

```
23
Properties=species:S:1:pos:R:3:forces:R:3
C 0.737 1.395 0.000 0.7 -0.3 0.2
C 3.843 0.515 0.124 0.3 -2.2 -0.9
C 2.676 -0.022 -0.240 3.8 -4.1 -1.0
C -2.321 -0.349 0.176 -0.5 0.0 1.6
C 5.156 -0.146 -0.018 0.3 0.8 2.0
C -1.706 -1.521 -0.460 0.8 0.8 2.0
C -4.034 1.370 0.163 -1.0 2.5 1.9
N -3.250 0.336 -0.375 1.8 -0.7 0.1
N 1.578 0.631 -0.117 -3.4 2.7 0.2
H 0.105 2.216 0.216 -0.7 0.3 0.0
H -2.050 -0.141 1.242 -0.3 0.3 -1.0
H 3.823 1.492 0.424 0.1 2.5 1.1
H 2.717 -1.042 -0.665 -0.7 0.6 0.3
H 5.888 0.615 0.222 0.5 -0.2 -0.4
H 5.392 -0.998 0.627 -0.7 0.3 0.8
H 5.345 -0.658 -0.904 0.1 -0.2 -2.3
H -1.460 -2.217 0.344 0.3 0.0 -0.1
H -2.409 -2.001 -1.056 -0.8 -0.8 -1.8
H -0.782 -1.149 -0.898 0.1 -0.5 -0.6
H -5.019 0.997 0.131 -1.6 0.0 -0.7
H -3.973 2.411 -0.270 0.2 -1.5 -0.1
H -3.963 1.467 1.253 0.9 -0.1 -0.2
H -3.518 0.034 -1.284 -0.3 -0.2 -1.1
```
Positions in Å, forces in eV/Å.

***

No. 2
Computed, not measured: C7H14N2O2S2 in the gas phase at a distorted geometry, with wB97M-V/def2-TZVPD.

Its multiplicity is 1. The calculation puts the maximum force at 2.8 eV/Å. The HOMO-LUMO gap comes out at 9.7 eV. The HOMO energy is -9.376 eV. The SMILES is CC(=O)N[C@@H](CS)C(=O)NCCS. The calculation puts the relative energy (zero: lowest compared OMol25 entry of this formula, charge and spin) at 0.00 kJ/mol.

```
27
Properties=species:S:1:pos:R:3:forces:R:3
C 2.611 -1.298 1.651 -0.7 1.1 -1.8
C 2.712 -1.471 0.135 1.2 -1.3 -0.2
O 3.542 -2.269 -0.288 -0.3 0.4 -0.1
N 1.915 -0.805 -0.762 -0.2 0.5 0.3
C 0.812 0.094 -0.453 0.3 -0.1 0.1
C 1.158 1.574 -0.817 -0.7 -1.1 -2.5
S 2.614 2.254 -0.060 0.5 0.0 0.5
C -0.429 -0.444 -1.249 -0.6 1.1 0.0
O -0.279 -1.103 -2.252 0.5 -0.3 0.0
N -1.703 -0.023 -0.927 -0.8 -0.2 1.0
C -2.168 0.543 0.366 1.6 -0.1 -0.3
C -3.628 0.866 0.376 -0.4 0.0 -1.3
S -4.628 -0.629 0.064 -0.1 0.2 0.1
H 2.176 -0.338 1.829 -0.3 0.5 0.7
H 3.561 -1.355 2.114 1.1 -0.1 0.1
H 2.015 -2.075 2.049 -0.8 -0.8 0.4
H 2.020 -1.089 -1.746 -0.1 0.1 0.8
H 0.670 0.091 0.627 -0.4 -0.3 0.0
H 1.338 1.562 -1.938 -0.4 0.2 1.2
H 0.281 2.214 -0.649 0.4 0.0 0.1
H 3.497 1.344 -0.542 -0.4 0.3 0.1
H -2.445 -0.570 -1.387 0.8 0.3 0.1
H -2.038 -0.143 1.217 0.5 0.0 -0.2
H -1.564 1.454 0.531 -0.4 -0.3 0.3
H -3.893 1.264 1.337 -0.2 0.4 0.3
H -3.869 1.577 -0.437 -0.1 -0.3 0.5
H -4.277 -1.227 1.211 0.0 -0.1 0.0
```
Positions in Å, forces in eV/Å.